# 1
Molecular formula: C45H41BrN3O4Sb2Sc
Method: DFT, ωB97M-V with the def2-TZVPD basis set

CARTESIAN COORDINATES (ANGSTROEM)
Sc -0.85 -1.53 -0.78
C 1.34 -1.58 2.91
C 2.51 -0.75 2.43
C 3.06 -1.17 1.08
Sb 1.97 -0.59 -0.74
C 2.38 1.53 -0.62
C 3.36 2.15 -1.38
C 3.61 3.50 -1.22
C 2.87 4.24 -0.31
C 1.88 3.63 0.45
C 1.64 2.28 0.29
C 3.50 -1.51 -1.91
C 3.15 -2.59 -2.70
C 4.14 -3.36 -3.29
C 5.48 -3.03 -3.10
C 5.82 -1.92 -2.33
C 4.83 -1.16 -1.73
Sb -0.59 -1.10 2.02
C -1.52 -2.92 2.63
C -2.35 -3.55 1.71
C -2.90 -4.78 1.99
C -2.63 -5.40 3.21
C -1.79 -4.78 4.12
C -1.23 -3.54 3.83
C -1.09 0.47 3.40
C -1.36 1.74 2.91
C -1.57 2.78 3.79
C -1.54 2.55 5.15
C -1.30 1.28 5.64
C -1.07 0.23 4.76
H 1.20 -1.41 3.98
H 1.51 -2.65 2.74
H 3.33 -0.91 3.15
H 2.28 0.32 2.45
H 3.16 -2.25 1.01
H 4.05 -0.72 0.93
H 3.93 1.57 -2.10
H 4.38 3.98 -1.80
H 3.06 5.30 -0.19
H 1.31 4.21 1.15
H 0.88 1.80 0.91
H 2.10 -2.84 -2.85
H 3.88 -4.22 -3.89
H 6.25 -3.63 -3.55
H 6.86 -1.66 -2.19
H 5.10 -0.31 -1.12
H -2.56 -3.05 0.74
H -3.54 -5.28 1.28
H -3.06 -6.36 3.43
H -1.57 -5.26 5.06
H -0.57 -3.07 4.54
H -1.41 1.92 1.83
H -1.77 3.78 3.40
H -1.71 3.37 5.84
H -1.30 1.10 6.70
H -0.89 -0.76 5.14
C -4.11 -1.95 -1.25
O -3.02 -1.03 -1.02
C -3.40 0.32 -1.11
C -4.71 0.76 -1.14
C -4.97 2.13 -1.19
Br -6.77 2.71 -1.21
C -3.94 3.05 -1.23
C -2.62 2.61 -1.23
C -2.36 1.24 -1.14
O -1.04 0.76 -1.04
C -1.55 3.60 -1.30
N -1.53 4.68 -0.58
C -0.48 5.42 -1.04
C -0.06 6.69 -0.65
C 0.98 7.25 -1.36
C 1.60 6.57 -2.41
C 1.21 5.31 -2.80
C 0.16 4.74 -2.10
N -0.51 3.53 -2.21
H -4.81 -1.94 -0.41
H -3.67 -2.95 -1.35
H -4.62 -1.71 -2.19
H -5.54 0.08 -1.11
H -4.13 4.11 -1.27
H -0.47 1.56 -0.95
H -0.57 7.21 0.14
H 1.32 8.25 -1.11
H 2.39 7.07 -2.95
H 1.68 4.80 -3.63
H -0.44 2.91 -3.00
O 0.22 -3.27 -0.33
C -0.32 -3.88 -1.30
C -0.16 -5.30 -1.74
C -1.06 -5.38 -2.98
C -1.70 -4.00 -3.08
O -2.52 -3.61 -3.84
N -1.17 -3.19 -2.06
H -0.49 -5.98 -0.94
H 0.89 -5.54 -1.94
H -1.84 -6.13 -2.91
H -0.50 -5.58 -3.90

Results
Energy relative to the best compared isomer or geometry (same formula, charge and spin) = 60.50 kJ/mol
Lowest unoccupied orbital energy = -6.42 eV
Multiplicity = 1
HOMO energy = -12.89 eV
Calculated total energy = -163797.58473 eV
Total charge = +2


# 2
Molecular formula: C26H34Br51Cl2NO3P
Method: DFT, ωB97M-V with the def2-TZVPD basis set

CARTESIAN COORDINATES (ANGSTROEM)
C 5.19 0.69 0.77
C 4.18 -0.18 -0.17
Cl 3.70 -1.63 0.84
C 2.98 0.80 -0.57
Cl 3.73 2.08 -1.71
P 1.56 -0.02 -1.58
O 0.75 1.53 -1.31
C -0.10 1.42 -0.15
C -1.20 2.54 0.13
C -2.30 2.74 -0.99
N -3.15 3.73 -0.80
C -0.53 -0.15 -0.15
C -1.15 -0.62 1.23
C -1.66 -2.15 1.21
O -2.00 -2.65 2.30
O 0.77 -0.82 -0.26
H 5.95 1.26 0.15
H 4.58 1.40 1.42
H 5.68 -0.05 1.50
H 4.83 -0.51 -1.05
H 2.66 1.37 0.35
H 2.17 0.46 -2.79
H 2.44 -1.18 -1.69
H 0.51 -0.55 -2.45
H 0.52 1.45 0.82
H -0.75 3.56 0.39
H -1.77 2.21 1.07
H -2.44 2.11 -1.93
H -3.83 3.77 -1.59
H -1.15 -0.42 -1.08
H -2.04 0.07 1.45
H -0.33 -0.51 2.01
H -1.68 -2.71 0.21
C -4.24 -0.67 -2.94
Br -4.86 -0.53 -1.11
Br -2.41 -0.04 -3.14
Br -4.46 -2.47 -3.64
H -4.87 -0.02 -3.55
C 7.73 4.64 0.69
Br 8.77 5.90 -0.36
Br 6.25 3.91 -0.32
Br 8.85 3.24 1.44
H 7.31 5.19 1.53
C 1.06 -4.18 2.58
Br 1.49 -4.10 0.70
Br 0.52 -5.96 3.12
Br 2.51 -3.50 3.68
H 0.21 -3.52 2.74
C -3.76 4.01 3.73
Br -4.38 2.55 2.61
Br -1.84 3.94 4.01
Br -4.33 5.73 3.04
H -4.23 3.89 4.70
C -1.57 -6.98 -0.41
Br -2.57 -5.80 -1.59
Br -2.43 -8.71 -0.23
Br 0.28 -7.15 -0.95
H -1.58 -6.51 0.57
C -9.04 0.93 -1.74
Br -10.11 -0.05 -0.45
Br -7.91 2.25 -0.88
Br -8.03 -0.25 -2.89
H -9.73 1.48 -2.38
C -7.18 -3.28 -6.16
Br -6.69 -1.79 -7.30
Br -8.88 -2.98 -5.28
Br -7.16 -4.96 -7.13
H -6.43 -3.35 -5.38
C -3.74 4.07 8.10
Br -4.36 2.60 6.99
Br -1.82 4.00 8.38
Br -4.31 5.78 7.40
H -4.21 3.95 9.07
C -6.35 7.97 0.18
Br -7.05 8.13 1.98
Br -4.51 8.57 0.06
Br -6.57 6.18 -0.52
H -6.94 8.63 -0.45
C -8.21 3.06 3.59
Br -8.87 1.81 2.27
Br -7.68 4.74 2.79
Br -9.46 3.31 5.05
H -7.31 2.62 4.02
C 2.86 5.23 -4.00
Br 4.64 4.64 -3.53
Br 2.47 4.95 -5.88
Br 1.50 4.44 -2.86
H 2.82 6.31 -3.83
C 9.49 1.35 -2.26
Br 8.49 2.50 -3.46
Br 8.66 -0.39 -2.08
Br 11.35 1.22 -2.76
H 9.46 1.82 -1.27
C 2.54 -9.29 4.41
Br 2.77 -8.35 6.09
Br 0.68 -9.45 3.92
Br 3.60 -8.49 2.99
H 2.92 -10.30 4.56
C 5.61 8.33 0.20
Br 4.94 7.05 -1.09
Br 6.07 10.03 -0.63
Br 4.38 8.57 1.68
H 6.53 7.92 0.61
C 9.51 -2.94 -5.28
Br 8.95 -4.45 -6.36
Br 11.44 -2.90 -5.04
Br 8.84 -1.27 -5.97
H 9.07 -3.08 -4.29
C -7.47 -5.31 -1.96
Br -6.20 -6.56 -2.72
Br -8.44 -6.08 -0.47
Br -6.61 -3.64 -1.48
H -8.19 -5.09 -2.74
C 7.19 -10.36 2.67
Br 6.15 -11.34 3.98
Br 8.34 -9.04 3.51
Br 8.18 -11.55 1.50
H 6.48 -9.82 2.05

Results
Lowest unoccupied orbital energy = 0.85 eV
Multiplicity = 1
HOMO energy = -5.53 eV
Calculated total energy = -3641639.19669 eV
Total charge = -1


# 3
Molecular formula: C9H14N5
Method: DFT, ωB97M-V with the def2-TZVPD basis set

CARTESIAN COORDINATES (ANGSTROEM)
C 0.40 3.30 2.77
C 0.22 1.48 1.57
C 0.24 1.18 2.95
C 0.21 0.28 0.97
C 0.37 0.45 -2.11
C 1.37 -0.30 -1.29
C -1.01 -0.24 -1.95
C 0.77 -1.66 -1.21
C -1.50 -2.50 -0.82
N 0.46 2.33 3.64
N 0.15 -0.10 3.18
N 0.41 2.85 1.45
N 0.15 -0.65 2.00
N -0.64 -1.42 -1.04
H 0.68 4.38 2.94
H 0.47 1.45 -1.94
H 0.89 0.51 -3.18
H 2.34 0.02 -0.94
H 0.34 -0.09 -0.06
H -1.81 0.51 -1.50
H -1.46 -0.60 -2.92
H 0.86 -2.00 -2.33
H 1.07 -2.35 -0.39
H -1.20 -3.09 0.08
H -2.52 -2.23 -0.50
H -1.73 -3.16 -1.80
H 0.35 3.32 0.58
H 0.09 -1.67 1.84

Results
Energy relative to the best compared isomer or geometry (same formula, charge and spin) = 154.59 kJ/mol
Lowest unoccupied orbital energy (alpha / beta) = -3.14 / -7.44 eV
Multiplicity = 3
HOMO energy (alpha / beta) = -11.35 / -11.90 eV
Calculated total energy = -16996.94861 eV
Total charge = +1